1.
37
Properties=species:S:1:pos:R:3 method="wB97M-V/def2-TZVPD" e_tot_ha=-1205.6368 e_homo_ev="-9.26 / -9.26" max_force_ev_per_a=4.6 multiplicity=2 charge=0 lumo_energy_ev="0.62 / -3.51"
Cl -1.6251 -0.2799 -1.0854
O 0.9300 -0.3281 2.6779
O 1.5200 1.8073 -0.7760
O 0.4185 -2.8851 -2.7217
N -0.9705 -3.3484 -4.3902
N 0.9879 3.1287 0.9503
N -0.5821 0.9471 3.7050
C -0.2075 -3.6882 -3.3945
C 0.7381 2.5535 -0.2243
C 2.3652 3.1331 1.4221
C 0.4840 0.2404 3.6844
C -1.3387 1.1585 2.5647
C -0.5438 2.9811 -0.9295
C 1.0231 0.0577 5.0685
C -1.1633 -1.9138 -4.7482
C -0.0659 -5.1963 -3.1735
H -0.7003 4.0356 -1.1569
H -1.4076 -1.3696 -3.8359
H 1.9876 0.5213 5.2756
H -1.0153 1.2439 4.5678
H 0.3156 0.5038 5.7674
H -1.1049 -4.0140 -5.1379
H -0.9248 -5.7500 -3.5527
H 0.9422 -1.0190 5.2172
H -0.2464 -1.4740 -5.1405
H -2.4269 1.1012 2.5903
H -1.3945 2.7296 -0.2961
H 2.5368 3.9378 2.1371
H -1.2294 2.1733 2.1823
H 0.8130 -5.5830 -3.6893
H 0.2995 3.5400 1.5643
H -1.1694 0.5237 1.6950
H -0.7275 2.3722 -1.8147
H -0.0497 -5.4204 -2.1069
H 2.4972 2.1805 1.9350
H 3.0562 3.2504 0.5873
H -2.0212 -1.8509 -5.4177

=====

2.
75
Properties=species:S:1:pos:R:3 method="wB97M-V/def2-TZVPD" e_tot_ha=-5037.3375 e_homo_ev=-12.69 max_force_ev_per_a=8.3 multiplicity=1 charge=+1 lumo_energy_ev=-11.14
Hf 3.3614 -3.7784 -0.4369
S 3.9248 -4.7857 4.2294
S 0.2816 0.2891 -0.4896
S 0.4345 -3.7160 -4.6533
S 3.8966 -2.5107 3.9217
F -2.2025 -3.6145 -3.7974
F 3.6405 -6.0511 3.1944
F -0.3677 0.7514 2.0550
F -1.9793 -3.5071 -6.0006
F -0.7002 2.4449 0.6845
F -1.4465 -1.8352 -4.7265
F 4.2284 -1.5653 2.6662
F 1.3233 1.9513 1.3467
O -1.0155 -0.3308 -0.8070
O 2.6417 -1.9307 4.3534
O -0.7399 -5.9036 2.8549
O -7.2005 1.9528 1.1230
O 0.5155 -5.1361 -5.0460
O 1.4873 4.8644 -4.1998
O 2.7118 -4.8540 5.0974
O 5.1026 -2.3054 4.7098
O -6.1104 -1.6758 -3.6343
O 0.9051 1.0122 -1.5452
O -5.4419 -1.5487 -1.5376
O 1.2448 -0.7391 -0.0728
O 4.0745 -1.0053 -3.3235
O 1.1998 -2.8302 -5.5032
O -0.1489 -4.5007 1.2845
O 5.2345 -5.0366 4.7612
O -3.2787 2.1412 6.5971
O 5.4890 1.9526 -0.1681
O 6.4672 2.7657 1.5568
O 0.8681 -3.6181 -3.2483
O 5.8835 -0.1134 -4.0120
O -2.7730 0.1298 7.2306
O -7.3462 4.0488 1.6723
O 0.0186 6.2721 -3.3958
N -6.7517 2.9822 1.5953
N -5.7209 -1.0480 -2.6106
N -2.4816 1.3071 6.9849
N -1.0458 -5.0387 2.0486
N 0.3751 5.1627 -3.8035
N 4.6808 -0.2143 -4.0420
N 3.8633 -3.7005 2.8343
N 5.8108 2.9121 0.5329
C 0.1312 1.4592 1.0379
C -5.4006 0.4049 -2.8878
C -1.4735 -3.1468 -4.7935
C -5.3289 2.9344 1.9974
C 5.4586 4.3044 0.1197
C 3.9585 0.7732 -4.8979
C -0.6798 4.1165 -3.7270
C -2.4243 -4.4806 2.0320
C -0.9969 1.6390 7.0062
H -2.2486 -3.4175 2.1963
H 2.8984 0.5745 -5.0554
H -5.5631 1.0390 -2.0163
H -4.9505 2.0067 1.5683
H 4.4612 0.8371 -5.8629
H -4.3625 0.4663 -3.2146
H -4.7791 3.7735 1.5711
H 4.1660 1.7754 -4.5229
H -2.7438 -4.7228 1.0184
H 5.6131 4.3361 -0.9588
H -0.7575 2.1605 7.9329
H -6.1552 0.8261 -3.5521
H -3.1171 -4.7657 2.8237
H -0.4292 0.7313 6.8015
H 6.1282 5.0007 0.6246
H -0.2570 3.2905 -4.2988
H -0.8397 3.8928 -2.6722
H -1.5895 4.4743 -4.2091
H -0.8258 2.2433 6.1153
H -5.2423 2.9576 3.0837
H 4.4363 4.4696 0.4597

=====

3.
52
Properties=species:S:1:pos:R:3 method="wB97M-V/def2-TZVPD" e_tot_ha=-1911.9135 e_homo_ev=-10.92 max_force_ev_per_a=4.2 multiplicity=1 charge=0 lumo_energy_ev=-0.87
F 2.2447 -1.0252 1.5510
O 6.0499 -0.9547 -2.4362
O -0.3552 1.1009 5.8253
O 0.6125 1.2188 0.6916
O -0.5216 -0.5375 4.4824
O -4.4168 1.1522 0.8764
O -5.3216 -0.7472 0.6182
O 4.4161 -0.3071 -3.7295
O -0.5395 3.0292 -3.7398
O 1.1496 4.2537 -4.2331
O 0.9809 0.9155 -1.4290
O 4.4591 -2.7572 3.3858
O 6.3313 -2.6340 2.1844
O -3.9873 -3.8356 -1.6031
O -2.5950 -2.2330 -1.2600
O 4.2987 -1.8514 1.4166
N -3.6425 -2.6948 -1.7954
N 0.5661 3.1594 -4.1666
N 0.1969 1.0712 -0.4998
N 5.0605 -0.2564 -2.6784
N -0.4705 0.6754 4.6684
N -5.1908 0.2869 1.2868
C -1.2481 0.9006 -0.8863
C -6.1268 0.6013 2.4270
C -0.5626 1.6987 3.6195
C 2.9631 -2.1435 1.7788
C 4.5548 0.7466 -1.6670
C 3.1353 -2.4002 3.2726
C 1.2881 1.9715 -4.7545
C 5.1395 -2.3748 2.3108
C -4.5202 -1.7862 -2.6293
H -0.9836 2.4770 4.2560
H 1.8804 1.6345 -3.9038
H -5.4730 -2.2866 -2.8021
H -4.6102 -0.8871 -2.0196
H -7.0293 1.1437 2.1456
H -1.2451 0.2263 -1.7427
H 1.8868 2.2400 -5.6248
H -5.6083 1.2857 3.0985
H 4.1040 0.1705 -0.8589
H 3.7712 1.3577 -2.1149
H 2.3974 -3.0949 3.6737
H -6.4366 -0.3052 2.9470
H 5.4316 1.3344 -1.3951
H -1.6613 1.8786 -1.1330
H 3.0233 -1.5277 3.9164
H -1.2730 1.3702 2.8609
H 0.5453 1.2435 -5.0806
H -4.0422 -1.5732 -3.5855
H -1.7735 0.3872 -0.0810
H 2.6516 -3.0103 1.1960
H 0.4960 1.6920 3.3599

=====

Q: What is the charge in the second record?
A: +1